Here is an isolated molecule of C5H6O from OMol25. Energies are from wB97M-V/def2-TZVPD.

Each line ends with the Mulliken charge.
CARTESIAN COORDINATES (ANGSTROEM)
1 C 1.22 0.27 0.24  -0.3568
2 C 0.41 1.29 0.00  -0.6200
3 C -0.97 0.78 -0.30  -0.0154
4 O -1.49 0.08 0.85  -0.4298
5 C -0.94 -0.68 -0.23  -0.1653
6 C 0.54 -1.06 0.04  -0.6055
7 H 2.19 0.25 0.72  0.3740
8 H 0.68 2.34 0.11  0.3834
9 H -1.71 1.35 -0.84  0.4619
10 H -1.59 -1.37 -0.79  0.3920
11 H 0.69 -1.59 0.97  0.2515
12 H 0.98 -1.67 -0.77  0.3301

Computed properties:
**Highest occupied orbital energy**: -9.54 eV
**Multiplicity**: 1
**Energy above the lowest of the compared OMol25 structures with the same formula, charge and spin**: 149.3 kJ/mol
**M**: 82.10 g mol⁻¹
**SMILES**: C1=C[C@@H]2O[C@@H]2C1
**LUMO**: 0.0432 Eh
**Gap between HOMO and LUMO**: 10.714 eV

Here is a cluster of 15 separate species, C37H97N30O15S in total from OMol25. Energies are from wB97M-V/def2-TZVPD.

Each line ends with the Mulliken charge.
CARTESIAN COORDINATES (ANGSTROEM)
1 C 1.61 -0.60 3.53  -1.1118
2 C 2.02 0.61 4.47  -0.3132
3 C 2.74 1.76 3.66  -0.7399
4 C 2.32 3.20 4.14  -0.6111
5 C 0.84 3.46 3.69  0.4335
6 C 0.35 4.93 3.96  -0.8357
7 C -1.15 4.88 4.48  -1.0005
8 C -2.11 4.56 3.26  -0.5844
9 C -3.18 3.45 3.68  -1.0905
10 C -3.86 2.72 2.46  0.6959
11 C -5.36 2.47 2.86  -0.9494
12 N -5.33 1.37 3.85  -0.3389
13 C -5.08 0.13 3.08  1.0375
14 O -6.33 -0.24 2.45  -0.6463
15 C -4.80 -1.00 4.15  -0.1414
16 C -5.11 -2.38 3.82  -0.1698
17 C -4.82 -3.41 4.77  -0.8027
18 C -4.21 -3.05 6.03  -0.3687
19 C -3.92 -1.69 6.38  -0.8651
20 C -4.21 -0.66 5.41  -0.2574
21 C -3.87 0.18 2.09  -1.2516
22 C -4.22 -0.50 0.71  0.4704
23 C -5.07 0.39 -0.25  -1.2783
24 C -2.87 -1.01 0.03  -0.4351
25 C -2.59 -2.44 0.64  -0.9498
26 N -3.16 1.50 1.93  0.4798
27 S -1.47 1.31 2.48  -0.0949
28 H 2.42 -1.35 3.42  0.3819
29 H 1.25 -0.24 2.53  0.2316
30 H 0.74 -1.12 4.01  0.2612
31 H 1.12 0.98 4.99  0.2815
32 H 2.75 0.18 5.20  0.3378
33 H 2.45 1.66 2.59  0.3249
34 H 3.84 1.67 3.79  0.3499
35 H 2.38 3.33 5.24  0.3669
36 H 2.97 3.95 3.61  0.1353
37 H 0.20 2.77 4.29  -0.2587
38 H 0.67 3.21 2.61  0.3429
39 H 0.34 5.51 3.01  0.3649
40 H 1.02 5.44 4.68  0.1539
41 H -1.36 5.89 4.90  0.4652
42 H -1.26 4.11 5.29  0.3890
43 H -2.69 5.47 3.00  0.4041
44 H -1.48 4.21 2.41  0.4427
45 H -3.99 4.04 4.16  0.5515
46 H -2.80 2.78 4.48  0.0208
47 H -3.91 3.48 1.64  0.0874
48 H -5.80 3.36 3.37  0.6144
49 H -6.02 2.26 1.98  0.2594
50 H -6.25 1.32 4.29  0.3673
51 H -6.92 -0.46 3.18  0.6033
52 H -5.55 -2.57 2.82  0.3411
53 H -5.04 -4.45 4.49  0.3898
54 H -3.96 -3.87 6.73  0.3750
55 H -3.44 -1.44 7.35  0.4057
56 H -3.96 0.39 5.68  0.3205
57 H -3.12 -0.52 2.52  0.0069
58 H -4.80 -1.43 0.90  0.2237
59 H -5.71 -0.21 -0.93  0.4186
60 H -5.75 1.12 0.24  -0.0224
61 H -4.36 0.96 -0.92  0.3018
62 H -2.99 -1.16 -1.06  0.4271
63 H -2.00 -0.37 0.31  0.1117
64 H -2.36 -2.35 1.74  0.1804
65 H -3.50 -3.09 0.58  0.2265
66 H -1.78 -2.99 0.09  0.3946
67 H -3.04 1.64 0.91  0.8976
68 H -1.68 0.82 3.74  0.2475
69 C -1.89 -4.97 -2.47  0.6775
70 O -1.31 -4.44 -1.52  -0.7091
71 N -1.25 -5.68 -3.41  -0.2390
72 N -3.25 -4.88 -2.63  -0.3176
73 H -1.71 -6.12 -4.19  0.1283
74 H -0.24 -5.77 -3.33  0.2281
75 H -3.76 -4.35 -1.95  0.1798
76 H -3.74 -5.30 -3.40  0.1475
77 C 3.89 7.11 4.31  0.3581
78 O 2.78 6.98 4.83  -0.7036
79 N 5.04 6.95 4.99  -0.0106
80 N 4.04 7.43 2.99  -0.3864
81 H 5.97 7.05 4.57  0.3669
82 H 4.97 6.71 5.96  0.0456
83 H 3.21 7.56 2.44  0.1951
84 H 4.94 7.54 2.54  0.1736
85 C 2.04 -7.60 -3.59  0.6472
86 O 1.08 -6.95 -3.19  -0.8035
87 N 3.19 -7.04 -4.01  -0.2122
88 N 2.02 -8.96 -3.66  -0.3826
89 H 3.98 -7.56 -4.35  0.1202
90 H 3.25 -6.03 -3.98  0.1715
91 H 1.18 -9.42 -3.36  0.1973
92 H 2.79 -9.52 -3.99  0.1708
93 C 5.95 -8.77 -6.08  0.6459
94 O 5.92 -8.34 -4.93  -0.7209
95 N 6.65 -9.89 -6.42  -0.3910
96 N 5.30 -8.16 -7.09  -0.2365
97 H 6.69 -10.26 -7.36  0.1539
98 H 7.15 -10.37 -5.69  0.2371
99 H 4.77 -7.31 -6.86  0.3393
100 H 5.31 -8.49 -8.04  0.1501
101 C 8.71 7.67 4.64  0.6074
102 O 7.55 7.50 4.29  -0.7525
103 N 9.05 8.14 5.86  -0.3727
104 N 9.76 7.40 3.82  -0.4213
105 H 9.99 8.28 6.17  0.1705
106 H 8.29 8.35 6.50  0.2155
107 H 9.55 7.05 2.90  0.2112
108 H 10.72 7.53 4.08  0.1602
109 C -3.09 -9.14 -4.76  0.7145
110 O -2.65 -8.08 -5.18  -0.6662
111 N -4.34 -9.25 -4.23  -0.4200
112 N -2.36 -10.29 -4.77  -0.4058
113 H -4.72 -10.11 -3.87  0.1488
114 H -4.91 -8.42 -4.20  0.2199
115 H -1.43 -10.23 -5.15  0.2403
116 H -2.70 -11.17 -4.42  0.1651
117 C 7.83 1.72 5.57  0.6037
118 O 9.03 1.77 5.73  -0.6431
119 N 7.10 0.58 5.77  -0.3231
120 N 7.10 2.80 5.18  -0.2316
121 H 6.11 0.52 5.65  0.1477
122 H 7.61 -0.23 6.07  0.2026
123 H 7.59 3.66 5.02  0.1002
124 H 6.10 2.79 5.04  0.1642
125 C -7.03 3.57 -2.04  0.6947
126 O -6.96 3.49 -3.26  -0.7904
127 N -5.93 3.70 -1.25  -0.2863
128 N -8.22 3.54 -1.38  -0.3422
129 H -5.96 3.76 -0.25  0.0918
130 H -5.04 3.72 -1.71  0.1750
131 H -9.05 3.45 -1.93  0.2152
132 H -8.30 3.60 -0.38  0.1531
133 C 2.81 -5.52 -7.98  0.5165
134 O 3.57 -6.08 -7.18  -0.8109
135 N 1.89 -6.18 -8.70  -0.0824
136 N 2.86 -4.18 -8.20  -0.3948
137 H 1.27 -5.73 -9.36  0.2742
138 H 1.81 -7.18 -8.57  0.1465
139 H 3.54 -3.65 -7.68  0.2250
140 H 2.26 -3.70 -8.85  0.1649
141 C 4.27 7.19 9.36  0.6400
142 O 5.27 6.65 8.91  -0.6444
143 N 3.27 7.65 8.55  -0.3148
144 N 4.06 7.38 10.69  -0.4116
145 H 2.44 8.10 8.88  0.1666
146 H 3.39 7.52 7.56  0.1409
147 H 4.78 7.05 11.31  0.2337
148 H 3.25 7.82 11.07  0.1541
149 C 0.07 -9.53 -8.40  0.6568
150 O 0.55 -8.48 -8.80  -0.7523
151 N -1.14 -9.60 -7.80  -0.3548
152 N 0.72 -10.72 -8.52  -0.3890
153 H -1.55 -10.45 -7.46  0.1787
154 H -1.65 -8.73 -7.68  0.1253
155 H 1.63 -10.71 -8.97  0.2160
156 H 0.35 -11.59 -8.20  0.1613
157 C 4.85 11.09 3.32  0.5591
158 O 5.47 10.73 2.33  -0.6554
159 N 4.16 10.22 4.10  -0.2028
160 N 4.81 12.39 3.73  -0.3917
161 H 3.64 10.49 4.92  0.1690
162 H 4.17 9.25 3.83  0.2895
163 H 5.31 13.06 3.17  0.2416
164 H 4.31 12.71 4.54  0.1567
165 C -8.29 6.10 -5.22  0.5668
166 O -8.37 6.54 -4.09  -0.6482
167 N -7.60 4.97 -5.52  -0.2991
168 N -8.89 6.70 -6.29  -0.3846
169 H -7.52 4.59 -6.45  0.1571
170 H -7.13 4.49 -4.75  0.3287
171 H -9.42 7.54 -6.10  0.2239
172 H -8.84 6.36 -7.23  0.1575
173 C 0.19 -5.62 -12.08  0.6549
174 O 0.23 -5.22 -10.92  -0.7205
175 N 0.81 -6.76 -12.48  -0.3418
176 N -0.47 -4.95 -13.06  -0.4391
177 H 0.79 -7.10 -13.42  0.1711
178 H 1.31 -7.28 -11.78  0.2167
179 H -0.94 -4.10 -12.80  0.2213
180 H -0.52 -5.25 -14.01  0.1506

Computed properties:
**Highest occupied orbital energy**: -9.99 eV
**Net charge**: +1
**Multiplicity**: 1
**Energy above the lowest of the compared OMol25 structures with the same formula, charge and spin**: 0.0 kJ/mol
**M**: 1234.45 g mol⁻¹
**LUMO**: -0.0953 Eh
**Gap between HOMO and LUMO**: 7.398 eV

Here is a cluster of 2 separate species, C6H8O3S in total from OMol25. Energies are from wB97M-V/def2-TZVPD.

Each line ends with the Mulliken charge.
CARTESIAN COORDINATES (ANGSTROEM)
1 O -2.87 2.31 -0.27  -0.4609
2 C -2.98 1.15 -0.15  0.6817
3 C -3.43 0.17 1.17  -0.6414
4 C -3.50 -1.24 1.11  -0.0875
5 S -3.02 -1.48 -0.61  0.0890
6 O -2.78 0.14 -1.06  -0.3065
7 H -3.65 0.70 2.08  0.2999
8 H -3.74 -2.01 1.79  0.4233
9 C 2.28 -0.74 0.57  -0.9850
10 C 3.16 -0.27 -0.56  0.7610
11 C 2.64 0.94 -1.30  -1.0251
12 O 4.20 -0.81 -0.84  -0.5444
13 H 2.48 -0.13 1.44  0.2799
14 H 2.50 -1.78 0.82  0.3172
15 H 1.22 -0.63 0.31  0.2802
16 H 2.16 1.64 -0.62  0.3291
17 H 3.44 1.43 -1.84  0.3220
18 H 1.89 0.61 -2.02  0.2675

Computed properties:
**Highest occupied orbital energy**: -9.22 eV
**Multiplicity**: 1
**Energy above the lowest of the compared OMol25 structures with the same formula, charge and spin**: 185.8 kJ/mol
**M**: 160.19 g mol⁻¹
**SMILES**: O=c1ccso1.CC(C)=O
**LUMO**: 0.0022 Eh
**Gap between HOMO and LUMO**: 9.279 eV

> The lowest gap between HOMO and LUMO belongs to which entry?

C37H97N30O15S

> Look up the gap between HOMO and LUMO of the second one.

7.398 eV

> The lowest gap between HOMO and LUMO belongs to which entry?

C37H97N30O15S